ORCA calculation (wB97M-V/def2-TZVPD) on one molecule with the formula C3H6N2O.

Each line ends with the natural charge from an NBO analysis.
Positions of all 12 atoms, in Å:
N  -1.244  0.321  -1.466  -0.924
C  -0.633  -0.708  -0.692  0.686
O  -0.861  -1.892  -0.763  -0.520
C  -0.010  0.061  0.437  -0.231
C  1.100  -0.347  1.342  -0.252
N  1.310  0.685  0.319  -0.566
H  -2.185  0.122  -1.743  0.390
H  -0.651  0.729  -2.173  0.400
H  -0.835  0.784  0.455  0.253
H  1.642  -1.264  1.102  0.214
H  1.144  -0.079  2.398  0.204
H  1.222  1.588  0.783  0.346

Results
LUMO energy in eV: 0.8473
HOMO energy in Ha: -0.3536
Net charge: 0
SMILES: NC(=O)[C@H]1CN1
HOMO-LUMO gap in eV: 10.5

ORCA calculation (wB97M-V/def2-TZVPD) on one molecule with the formula C3H6N2O.

Each line ends with the natural charge from an NBO analysis.
Positions of all 12 atoms, in Å:
C  1.556  0.861  0.110  -0.445
N  0.899  -0.197  -0.577  -0.420
N  -0.532  -0.206  -0.298  -0.296
C  -1.428  -1.240  0.253  -0.319
C  -1.690  0.257  0.028  0.695
O  -2.504  1.137  0.144  -0.573
H  1.555  0.841  1.156  0.214
H  2.613  0.511  0.063  0.219
H  1.366  1.945  -0.129  0.191
H  0.970  -0.208  -1.543  0.369
H  -1.014  -1.743  1.238  0.184
H  -1.791  -1.957  -0.447  0.182

Results
LUMO energy in eV: 0.8368
HOMO energy in Ha: -0.3547
Net charge: 0
SMILES: CNN1CC1=O
HOMO-LUMO gap in eV: 10.5

ORCA calculation (wB97M-V/def2-TZVPD) on one molecule with the formula C3H6N2O.

Each line ends with the natural charge from an NBO analysis.
Positions of all 12 atoms, in Å:
C  -1.761  -0.726  -0.150  -0.450
C  -0.831  0.181  0.173  -0.026
N  0.547  0.219  -0.073  -0.313
N  1.119  1.414  -0.184  -0.606
C  1.329  -0.901  0.012  0.522
O  2.597  -0.859  0.019  -0.584
H  -2.783  -0.482  0.168  0.222
H  -1.453  -1.768  -0.525  0.212
H  -1.064  1.031  0.706  0.184
H  1.138  1.790  0.767  0.350
H  0.529  1.961  -0.855  0.362
H  0.633  -1.859  -0.057  0.126

Results
LUMO energy in eV: 0.7290
HOMO energy in Ha: -0.3349
Net charge: 0
SMILES: C=CN(N)C=O
HOMO-LUMO gap in eV: 9.8

ORCA calculation (wB97M-V/def2-TZVPD) on C3H6N2O as an isolated structure.

Each line ends with the natural charge from an NBO analysis.
Positions of all 12 atoms, in Å:
C  -0.255  -1.018  -0.578  0.760
C  -0.617  1.597  0.535  -0.100
C  1.087  -1.338  -1.143  -0.749
N  -1.030  0.644  1.548  -0.494
N  0.133  0.442  0.704  -0.396
O  -1.366  -1.375  -0.627  -0.464
H  -1.340  1.815  -0.108  0.173
H  -0.051  2.556  0.875  0.150
H  1.033  -1.867  -2.100  0.241
H  1.674  -1.851  -0.326  0.273
H  1.528  -0.387  -1.392  0.257
H  -0.796  0.783  2.612  0.349

Results
LUMO energy in eV: 0.8294
HOMO energy in Ha: -0.2958
Net charge: 0
HOMO-LUMO gap in eV: 8.9

ORCA calculation (wB97M-V/def2-TZVPD) on one molecule with the formula C3H6N2O.

Each line ends with the natural charge from an NBO analysis.
Positions of all 12 atoms, in Å:
C  0.319  1.481  -0.016  0.341
N  1.442  0.883  -0.076  -0.341
N  1.202  -0.475  -0.397  -0.471
C  -0.025  -0.953  0.274  -0.301
C  -1.326  -0.200  -0.227  -0.094
O  -0.904  1.102  0.063  -0.495
H  0.324  2.559  0.282  0.170
H  2.096  -0.896  0.129  0.365
H  0.214  -0.881  1.483  0.179
H  0.231  -2.001  0.045  0.227
H  -2.402  -0.477  -0.079  0.240
H  -1.171  -0.143  -1.480  0.180

Results
LUMO energy in eV: 0.8913
HOMO energy in Ha: -0.3148
Net charge: 0
SMILES: C1=NNCCO1
HOMO-LUMO gap in eV: 9.5

ORCA calculation (wB97M-V/def2-TZVPD) on C3H6N2O as an isolated structure.

Each line ends with the natural charge from an NBO analysis.
Positions of all 12 atoms, in Å:
C  0.053  -0.439  -1.186  -0.296
C  0.559  0.059  0.140  0.377
C  -1.085  -0.309  0.575  -0.345
O  1.710  -0.444  0.690  -0.680
N  -1.209  0.295  -0.701  -0.190
N  0.447  1.465  0.009  -0.497
H  2.105  0.254  1.235  0.485
H  -0.281  1.849  0.599  0.333
H  0.520  0.008  -2.061  0.213
H  -0.110  -1.512  -1.324  0.196
H  -1.602  0.174  1.404  0.194
H  -1.106  -1.401  0.619  0.211

Results
LUMO energy (alpha / beta) in eV: -0.3686 / -0.6371
HOMO energy (alpha / beta) in Ha: -0.3497 / -0.3333
Net charge: 0
HOMO-LUMO gap (alpha / beta) in eV: 9.1 / 8.4

DFT total energy in a.u., matching the order above: -302.59285 -302.52426 -302.57670 -302.51052 -302.52370 -302.46632
Energy relative to the best compared isomer or geometry (same formula, charge and spin) in kcal per mole, matching the order above: 62.91 105.95 73.04 114.57 106.30 142.30
Largest force on an atom in eV/A, matching the order above: 2.166 4.147 4.615 6.013 6.214 2.084